#w
13
Properties=species:S:1:pos:R:3 method="wB97M-V/def2-TZVPD" homo_lumo_gap_ha="0.30393 / 0.30408" e_homo_ev="-9.634 / -9.634"
C 1.270 -0.032 -0.336
C 0.578 -1.307 0.077
N 0.539 1.151 0.227
O -1.876 0.739 -1.337
O -1.830 0.823 1.185
F -2.435 -1.225 0.226
S -1.485 0.136 -0.041
H 2.270 -0.160 -0.037
H 1.176 0.072 -1.464
H 0.159 -1.475 1.144
H 0.457 -2.016 -0.643
H 0.516 1.230 1.182
H 0.661 2.062 -0.183



#x
13
Properties=species:S:1:pos:R:3 method="wB97M-V/def2-TZVPD" homo_lumo_gap_ha=0.32343 e_homo_ev=-8.419
C -0.304 -0.698 -1.134
C -1.050 -1.782 -1.035
N 0.989 -0.670 -0.667
O 0.803 0.882 1.995
O -1.596 1.613 1.627
F 0.208 3.169 0.931
S -0.337 1.523 1.009
H -0.667 0.183 -1.682
H 1.629 1.371 1.958
H -0.761 -2.596 -0.511
H -2.059 -1.578 -1.175
H 1.529 -1.553 -0.607
H 1.616 0.138 -0.710



The structure with the least stability is #w.



#w
5
Properties=species:S:1:pos:R:3 method="wB97M-V/def2-TZVPD" homo_lumo_gap_ha="0.22650 / 0.21421" spin_multiplicity=3 e_homo_ev="-5.418 / -11.477"
C -0.618 0.021 1.357
N 1.026 -0.425 -1.104
N 0.131 0.238 -1.101
O -0.757 0.999 -1.151
O 0.231 -0.615 1.754



#x
5
Properties=species:S:1:pos:R:3 method="wB97M-V/def2-TZVPD" homo_lumo_gap_ha="0.28427 / 0.33459" spin_multiplicity=3 e_homo_ev="-10.764 / -11.608"
C -0.688 -0.120 0.000
N -1.824 0.095 -0.024
N 0.579 -0.331 0.016
O 1.121 1.643 -0.016
O 1.446 -1.114 -0.027



The structure with the least stability is #x.



#w
12
Properties=species:S:1:pos:R:3 method="wB97M-V/def2-TZVPD" homo_lumo_gap_ha=0.40071 smiles="C=C(F)[C@@H](C)F" e_homo_ev=-9.858
C 1.458 -1.152 -0.655
C 1.018 -0.170 0.131
C -1.233 1.049 -0.147
C -0.357 0.016 0.663
F 1.929 0.827 0.632
F -0.998 -1.176 0.585
H 2.532 -1.436 -0.626
H 0.647 -1.623 -1.172
H -0.988 0.927 -1.261
H -1.397 2.002 0.263
H -2.291 0.479 -0.188
H -0.320 0.256 1.776



#x
12
Properties=species:S:1:pos:R:3 method="wB97M-V/def2-TZVPD" homo_lumo_gap_ha=0.40925 smiles="FC/C=C/CF" e_homo_ev=-10.087
C 1.304 1.272 0.676
C 0.140 0.305 0.531
C 0.100 -0.549 -0.499
C -0.841 -1.720 -0.652
H 1.228 1.745 1.684
H 2.212 0.674 0.434
H -0.624 0.378 1.246
H 0.947 -0.631 -1.148
H -1.091 -1.842 -1.708
H -0.379 -2.663 -0.294
F 1.228 2.303 -0.216
F -1.951 -1.582 0.155



The structure with the least stability is #w.



#w
16
Properties=species:S:1:pos:R:3 method="wB97M-V/def2-TZVPD" homo_lumo_gap_ha=0.34454 smiles=CCCS.SS e_homo_ev=-9.108
S 2.990 3.500 -0.236
S 1.024 2.794 0.009
H 3.176 2.877 -1.411
H 1.387 2.164 1.138
C -1.711 -1.471 -1.132
C -1.173 -1.421 0.292
C -0.063 -0.363 0.409
S 0.583 -0.316 2.134
H -2.425 -2.284 -1.249
H -0.890 -1.633 -1.834
H -2.191 -0.524 -1.380
H -1.976 -1.146 0.980
H -0.744 -2.361 0.640
H -0.525 0.595 0.166
H 0.710 -0.498 -0.345
H 1.828 0.088 1.818



#x
16
Properties=species:S:1:pos:R:3 method="wB97M-V/def2-TZVPD" homo_lumo_gap_ha=0.33156 smiles=CCS.CSS e_homo_ev=-8.743
C 1.569 2.355 -1.370
S 1.388 3.152 0.260
S -0.051 1.814 1.063
H 2.212 1.506 -1.160
H 0.686 1.958 -1.823
H 2.000 3.125 -2.059
H -1.014 2.619 1.444
C -0.708 -1.323 -0.446
C -1.301 -1.809 0.925
S -0.506 -3.415 1.272
H -0.298 -2.215 -1.084
H -1.540 -0.919 -1.053
H 0.050 -0.517 -0.054
H -2.327 -2.064 0.819
H -0.982 -1.115 1.777
H 0.823 -3.152 1.490



#y
16
Properties=species:S:1:pos:R:3 method="wB97M-V/def2-TZVPD" homo_lumo_gap_ha=0.31991 smiles=CSC.CSS e_homo_ev=-8.301
C 2.171 1.291 -2.396
S 0.629 0.501 -1.830
S -0.834 1.250 -3.121
H 2.012 2.367 -2.508
H 2.525 0.954 -3.364
H 2.743 1.202 -1.472
H -0.775 2.577 -2.987
C -1.755 -1.895 1.078
S -1.485 -1.541 2.803
C -0.112 -0.386 2.867
H -1.364 -1.276 0.271
H -2.840 -1.827 0.954
H -1.470 -2.924 0.859
H -0.402 0.665 2.749
H 0.228 -0.426 3.906
H 0.728 -0.532 2.192



The structure with the least stability is #x.



#w
12
Properties=species:S:1:pos:R:3 method="wB97M-V/def2-TZVPD" homo_lumo_gap_ha=0.34237 smiles="Cc1oc(=O)oc1O" e_homo_ev=-8.966
C -0.324 1.638 0.800
C -0.173 0.403 -0.070
C -1.111 -1.512 -0.761
C 0.864 -0.530 -0.420
H 0.689 2.155 0.784
H -0.600 1.509 1.842
H -0.963 2.379 0.345
H 2.485 -1.224 0.195
O -1.420 -0.172 -0.478
O -1.915 -2.369 -0.974
O 0.238 -1.725 -0.827
O 2.229 -0.552 -0.438



#x
12
Properties=species:S:1:pos:R:3 method="wB97M-V/def2-TZVPD" homo_lumo_gap_ha=0.28718 smiles=Oc1coc(O)c1O e_homo_ev=-7.335
C 1.059 -0.151 -0.008
C -0.080 0.667 -0.015
C -1.122 -0.270 0.006
C -0.530 -1.526 -0.111
O 0.846 -1.385 -0.461
O 2.326 0.244 0.226
O -0.214 2.025 -0.178
O -2.447 -0.025 0.026
H 2.918 -0.499 0.045
H 0.593 2.459 0.118
H -2.571 0.935 0.028
H -0.778 -2.474 0.325



The structure with the least stability is #x.



#w
28
Properties=species:S:1:pos:R:3 method="wB97M-V/def2-TZVPD" homo_lumo_gap_ha=0.35154 charge=+1 e_homo_ev=-12.591
C -1.644 -2.104 3.187
C -1.988 -1.281 2.068
C -0.300 -2.253 3.332
C -0.878 -0.953 1.380
C 0.068 1.592 0.258
C 0.181 2.202 1.422
C -1.588 0.345 -1.294
C -0.784 0.360 -0.093
C 0.958 0.654 -1.652
C 0.944 0.921 -3.108
C 2.136 -0.096 -1.090
N -0.178 -0.214 -1.217
O 0.765 1.838 -0.880
S 0.648 -1.413 2.054
H -2.523 -2.569 3.740
H -2.984 -1.266 1.741
H 0.365 -2.705 4.186
H 1.015 2.833 1.615
H -0.616 1.902 2.112
H -2.407 -0.343 -1.557
H -1.514 1.278 -2.025
H -0.087 0.917 -3.416
H 1.491 0.270 -3.681
H 1.493 1.997 -3.233
H 2.305 -0.986 -1.572
H 1.931 -0.159 -0.040
H 3.117 0.464 -1.022
H 0.075 -1.229 -1.216



#x
28
Properties=species:S:1:pos:R:3 method="wB97M-V/def2-TZVPD" homo_lumo_gap_ha="0.25848 / 0.25851" charge=+1 e_homo_ev="-13.084 / -13.084"
C 4.493 -0.144 -0.349
C 3.761 -1.361 -0.415
C 3.821 1.104 -0.378
C 2.368 -1.337 -0.488
C 2.433 1.097 -0.425
C 1.758 -0.116 -0.521
C -4.135 0.374 -1.588
C -3.012 0.535 -0.833
C -2.340 -0.402 -0.017
C -1.436 -0.041 0.969
C -0.856 -1.009 1.985
N -0.311 1.132 -1.562
O -0.354 -1.463 -1.322
S -0.034 -0.159 -0.841
H 5.592 -0.303 -0.277
H 4.234 -2.284 -0.642
H 4.429 1.931 -0.258
H 1.682 -2.158 -0.427
H 1.945 2.001 -0.242
H -4.661 1.182 -2.057
H -4.445 -0.675 -1.840
H -2.815 1.534 -0.396
H -2.502 -1.497 -0.013
H -1.470 1.092 1.341
H -0.994 -2.083 1.614
H -1.554 -0.847 2.938
H 0.145 -0.650 2.364
H -1.008 0.999 -2.270



The structure with the least stability is #x.